An isolated ion of composition C5H12N3 and charge +1 at a distorted geometry. Source: the OMol25 dataset; level of theory: wB97M-V/def2-TZVPD.

XYZ file:
```
20
Properties=species:S:1:pos:R:3:forces:R:3
C 1.3903 -0.9948 -0.2144 0.5 -1.4 0.4
C 0.1201 1.8596 0.4224 0.7 -1.0 0.1
C 0.7337 -0.0865 -0.9748 -1.5 -1.8 -0.9
C -0.9986 -0.3217 0.4230 0.8 -1.6 -0.1
C -2.0360 -1.2044 -0.1865 -0.7 0.2 0.6
N 2.2870 -0.6229 0.7515 -2.6 -0.8 -1.2
N -1.0861 0.9647 0.4505 -1.9 4.5 -0.7
N 0.7977 1.2574 -0.7489 1.4 1.7 0.5
H 1.0465 -2.0867 -0.2784 1.0 1.7 0.1
H -0.0770 2.9706 0.2995 -0.3 -1.6 -0.2
H 0.7628 1.8162 1.3333 -0.7 -0.6 -0.5
H -0.0230 -0.5060 -1.7052 1.3 0.7 0.5
H -0.2622 -0.8125 1.0714 -1.0 0.6 0.3
H -2.2803 -1.2882 -1.2567 0.8 0.4 0.3
H -2.9607 -0.9474 0.2937 -0.8 0.5 0.2
H -1.8933 -2.1565 0.2553 0.4 -1.3 -0.2
H 2.8355 -1.2547 1.2310 0.9 -2.0 1.0
H -1.8161 1.4496 -0.1782 1.2 -1.5 1.3
H 0.6815 1.7768 -1.5712 -0.2 1.0 -1.1
H 2.7782 0.1873 0.5829 0.9 2.4 -0.5
```
Positions in Å, forces in eV/Å.

The value obtained for the HOMO energy is -12.6 eV. Its net charge is +1. Its relative energy (zero: lowest compared OMol25 entry of this formula, charge and spin) is 281.8 kJ/mol. As for the HOMO-LUMO gap: 9.024 eV. The total energy is -9841.291 eV. The calculation puts the lowest unoccupied orbital energy at -3.6 eV. Its SMILES is C/C=[NH+]/CN/C=C\N.

=====

A 2-piece molecular cluster, C5H12N3 overall at a distorted geometry. Source: the OMol25 dataset; level of theory: wB97M-V/def2-TZVPD.

XYZ file:
```
20
Properties=species:S:1:pos:R:3:forces:R:3
C 0.2819 -0.0557 -1.7241 0.2 0.0 1.1
C 1.0177 -0.4326 -0.6370 -0.5 -0.2 -1.6
C -0.5273 1.1394 -1.3584 0.4 0.3 -0.2
C 2.0245 -1.5012 -0.4815 0.2 -0.1 0.0
C -0.6802 -0.5155 2.6891 0.0 -0.5 0.2
N -0.1359 1.2440 0.0860 0.3 -0.7 -0.3
N -1.8793 1.1782 -1.7016 -0.4 -0.2 0.1
N 0.7208 0.3879 0.4256 -0.1 1.6 0.3
H 0.2796 -0.4867 -2.7063 0.0 -0.1 -0.2
H -0.0100 2.0047 -1.8206 0.0 -0.1 0.1
H 1.7481 -2.3828 -1.0537 0.0 0.0 0.0
H 2.1411 -1.7595 0.5671 0.0 -0.1 0.0
H 2.9875 -1.1514 -0.8525 0.1 0.0 0.0
H -0.8180 -1.3655 3.3484 -0.1 0.0 0.1
H 0.0624 -0.7789 1.9408 -0.2 -0.2 0.4
H -0.3313 0.3291 3.2668 0.1 0.2 0.1
H -0.4714 1.9253 0.7606 0.1 0.0 0.1
H -2.3368 2.0744 -1.6431 0.1 0.0 0.0
H -2.4454 0.4331 -1.3221 0.0 0.0 0.0
H -1.6282 -0.2861 2.2166 -0.2 0.1 -0.1
```
Positions in Å, forces in eV/Å.

The value obtained for the HOMO energy is -14.7 eV. Its net charge is +1. Its relative energy (zero: lowest compared OMol25 entry of this formula, charge and spin) is 271.4 kJ/mol. As for the HOMO-LUMO gap: 8.682 eV. The total energy is -9841.399 eV. The calculation puts the lowest unoccupied orbital energy at -6.0 eV.

=====

An isolated ion of composition C5H12N3O and charge +1 at a distorted geometry. Source: the OMol25 dataset; level of theory: wB97M-V/def2-TZVPD.

XYZ file:
```
21
Properties=species:S:1:pos:R:3:forces:R:3
C 0.2831 0.5087 0.1936 0.5 2.3 0.4
C 2.8138 -1.2843 1.7610 1.4 0.4 1.3
C -1.0592 -0.2913 -0.0200 1.1 0.6 0.8
C -0.3460 1.9454 0.5425 1.7 -0.3 -2.3
C -2.4601 -0.8585 -1.9552 -3.5 -4.4 1.7
N 2.0736 -0.8076 0.8707 -0.7 0.1 -0.1
N 1.4008 0.3715 1.1387 -0.8 -2.7 -4.2
N -1.2989 -0.5622 -1.2613 1.2 0.6 3.8
O 0.9736 0.6166 -1.0427 -1.7 -0.3 -0.1
H 3.0760 -0.7765 2.7322 -0.6 -0.4 -0.8
H 3.3645 -2.1762 1.5276 0.1 -0.3 -0.1
H -1.7498 -0.2681 0.8770 0.4 -0.5 -1.7
H 0.5045 2.3068 1.1807 -1.3 0.7 -0.8
H -1.2952 1.9260 1.0691 0.0 0.1 0.0
H -0.4173 2.4347 -0.5364 0.1 -0.5 2.7
H -3.4638 -1.0107 -1.4221 1.7 1.3 0.3
H -2.5815 -0.2215 -2.7265 -0.4 1.9 -2.7
H -2.4339 -1.9132 -2.2589 0.7 0.3 -0.8
H 1.6594 -0.0499 -0.9729 0.8 -0.4 -0.1
H 1.3706 0.6051 2.0495 -0.9 1.1 3.9
H -0.4141 -0.4950 -1.7469 0.3 0.4 -1.0
```
Positions in Å, forces in eV/Å.

The value obtained for the HOMO energy is -13.3 eV. Its net charge is +1. Its relative energy (zero: lowest compared OMol25 entry of this formula, charge and spin) is 467.5 kJ/mol. As for the HOMO-LUMO gap: 8.822 eV. The total energy is -11887.313 eV. The calculation puts the lowest unoccupied orbital energy at -4.5 eV. Its SMILES is C=NN[C@@](C)(O)/C=[NH+]/C.

=====

An isolated ion of composition C5H12N3O2S and charge +1 at a distorted geometry. Source: the OMol25 dataset; level of theory: wB97M-V/def2-TZVPD.

XYZ file:
```
23
Properties=species:S:1:pos:R:3:forces:R:3
C -0.0595 -0.8954 2.3380 1.5 -0.6 0.2
C -0.8433 -1.4607 0.0595 -3.1 -2.3 0.8
C -2.0332 1.4160 0.2842 0.4 -2.0 -1.8
C 1.5023 2.0204 -0.1882 -0.4 -0.5 0.3
C 0.7253 -1.9191 -1.8205 -0.9 2.1 -1.8
N -0.8381 1.8586 0.4786 0.0 -2.1 -1.8
N 0.2479 1.1669 -0.0514 1.6 1.7 2.3
N 0.3543 -1.5313 -0.4727 1.1 -0.3 -0.3
O 0.8860 -0.2125 2.0314 -0.9 -0.8 1.2
O -0.9252 -1.4538 1.5019 -1.3 -0.3 -3.1
S -2.3746 -0.0244 -0.5946 0.7 1.0 0.7
H -0.3747 -1.4189 3.2714 0.7 1.2 0.4
H -1.6466 -2.2319 -0.3124 1.9 1.3 0.8
H -2.8342 2.0161 0.5392 -1.4 1.2 1.0
H 2.4830 1.4489 -0.1839 -1.6 0.1 -0.2
H 1.2805 2.4600 -1.1522 1.1 0.9 0.0
H 1.6378 2.7514 0.6574 -0.6 -0.6 -1.0
H -0.0971 -2.2288 -2.4911 -0.4 1.0 0.6
H 1.3136 -1.0792 -2.3345 -0.9 -1.2 0.7
H 1.2470 -2.8089 -1.9011 1.8 -1.6 0.7
H -0.7372 2.5595 1.1461 1.0 1.7 1.0
H 1.0934 -1.1471 0.0936 0.1 0.2 0.0
H -0.0075 0.7142 -0.8985 -0.6 0.0 -0.9
```
Positions in Å, forces in eV/Å.

The value obtained for the HOMO energy is -12.7 eV. Its net charge is +1. Its relative energy (zero: lowest compared OMol25 entry of this formula, charge and spin) is 275.2 kJ/mol. As for the HOMO-LUMO gap: 8.747 eV. The total energy is -24770.120 eV. The calculation puts the lowest unoccupied orbital energy at -3.9 eV.

=====

An isolated ion of composition C5H12N3S and charge +1 at a distorted geometry. Source: the OMol25 dataset; level of theory: wB97M-V/def2-TZVPD.

XYZ file:
```
21
Properties=species:S:1:pos:R:3:forces:R:3
C 0.9846 1.7257 -0.5148 2.3 0.4 1.7
C -1.0908 0.3751 0.2591 2.1 0.1 -1.0
C -0.9398 0.6111 1.6638 -1.2 -0.7 4.1
C 0.5412 -1.5743 0.4794 2.8 -3.9 2.0
C -0.1004 -0.9468 -1.6714 -0.1 0.5 -4.7
N -0.2434 1.8652 -0.3772 -2.2 -0.9 -0.5
N 1.3418 0.4248 -0.4209 0.1 -0.8 0.1
N 0.1883 -0.5105 -0.3400 1.9 2.6 -1.6
S -2.4540 -0.1611 -0.3232 -2.9 -0.4 -1.0
H 1.7774 2.5565 -0.4142 -1.1 -1.5 -0.7
H -0.2481 1.3789 2.0530 -0.1 -0.5 -0.4
H -1.9935 0.8611 1.9416 1.0 0.4 0.2
H -0.8466 -0.3777 2.2542 0.2 1.5 -1.0
H 1.4234 -2.2915 0.1435 -1.7 1.8 -0.2
H 0.9225 -1.1470 1.3868 -0.2 -0.2 0.8
H -0.2709 -2.2874 0.6373 -0.3 0.6 0.1
H 0.8148 -0.7792 -2.3363 -1.3 0.3 0.9
H -0.2490 -1.9943 -1.8498 -0.3 -0.7 1.0
H -1.0706 -0.4728 -2.0696 1.9 -0.4 0.5
H -0.7554 2.6918 -0.2815 -0.5 1.6 -0.1
H 2.2684 0.0525 -0.2197 -0.4 0.2 -0.2
```
Positions in Å, forces in eV/Å.

The value obtained for the HOMO energy is -12.2 eV. Its net charge is +1. Its relative energy (zero: lowest compared OMol25 entry of this formula, charge and spin) is 432.0 kJ/mol. As for the HOMO-LUMO gap: 8.751 eV. The total energy is -20674.375 eV. The calculation puts the lowest unoccupied orbital energy at -3.5 eV. Its SMILES is C[C@@]1([S-])NC=[NH+][N+]1(C)C.

=====

C5H12N4 as an isolated structure at a distorted geometry. Source: the OMol25 dataset; level of theory: wB97M-V/def2-TZVPD.

XYZ file:
```
21
Properties=species:S:1:pos:R:3:forces:R:3
C 0.4231 -0.0751 0.9097 0.5 0.4 -1.2
C 2.5238 0.5027 -0.1788 4.4 -1.1 0.8
C 1.2531 0.9414 0.2444 0.2 2.0 1.9
C 4.8160 -0.3355 -0.7579 3.4 -0.8 -0.6
C -4.5583 1.4732 -1.5357 -0.2 0.1 -5.1
N -0.8102 0.0694 0.6181 -1.2 -0.4 -0.2
N 3.6341 0.1594 -0.2353 -3.9 1.4 -0.3
N -1.9314 -0.2142 0.5167 -1.6 1.0 -0.8
N -2.5208 -1.7722 1.3373 0.5 -1.0 -1.0
H 0.8272 -0.8016 1.5410 0.4 -1.1 1.1
H 0.8066 1.5181 -0.5501 -0.6 0.0 -0.3
H 1.4061 1.6904 1.1160 0.4 -0.5 -1.4
H 5.7461 -0.1831 -0.1007 -1.7 0.1 -0.7
H 5.0160 0.1429 -1.7560 -0.3 -0.5 0.9
H 4.7049 -1.4285 -0.8619 0.0 0.4 -0.1
H -4.7950 1.1753 -2.6033 0.0 0.4 1.7
H -4.7356 0.8634 -0.7760 -1.2 -2.5 3.1
H -3.8761 2.2275 -1.4252 1.3 2.0 0.4
H -2.9183 -1.3723 2.1360 -0.6 0.6 1.8
H -1.7271 -2.3660 1.5446 -0.4 -0.5 0.1
H -3.2841 -2.2152 0.8172 0.6 -0.1 -0.1
```
Positions in Å, forces in eV/Å.

The value obtained for the HOMO energy (spin up / spin down) is -17.4 / -13.9 eV. Its net charge is +2. Its relative energy (zero: lowest compared OMol25 entry of this formula, charge and spin) is 692.2 kJ/mol. As for the HOMO-LUMO gap (spin up / spin down): 9.876 / 2.940 eV. The total energy is -11315.037 eV. The calculation puts the lowest unoccupied orbital energy (spin up / spin down) at -7.5 / -11.0 eV.